# 1
Here is a structure of composition C28H66BN3O11Si2 from the Open Molecules 2025 dataset. Energies are from the ωB97M-V functional and the def2-TZVPD basis.

ORCA input file:
```
! RIJCOSX wB97M-V def2-TZVPD def2/J DEFGRID3
* xyz 0 1
C -3.05915 2.54552 -4.04370
C -1.74938 2.68216 -4.21561
Si 0.09734 2.92428 -4.63880
C 0.84627 4.09313 -3.31813
N -0.08905 5.28160 -3.11177
O 0.99090 1.46712 -4.93659
Si 0.48181 0.12653 -3.94976
C 1.82645 -1.25955 -4.22755
C 0.48813 0.47617 -2.05193
C 1.85587 -0.18554 -1.42349
C 2.12650 0.25081 0.10585
O 1.11610 -0.18932 1.05226
C 0.58031 0.94404 1.79849
C -1.17787 -0.69558 -4.53737
O -1.05231 -1.05188 -5.94413
C -1.71184 -0.09568 -6.81480
C -3.11919 -0.79891 -7.28264
O -4.15664 -0.17691 -6.46737
C -5.46725 -0.62951 -6.91016
C -6.53175 0.58576 -6.60921
O -5.91490 1.90429 -6.71319
C -7.02153 2.84594 -6.88310
C -7.06783 3.26136 -8.47242
B 0.14412 3.93392 -6.33862
O -0.93321 3.70719 -7.29872
O 1.26927 4.83518 -6.56488
C 1.83487 4.50287 -7.89401
H -4.21206 2.62830 -4.11372
H 0.99876 3.63252 -2.27781
H 1.82545 4.53911 -3.72016
H -0.26195 5.77234 -4.00452
H -1.00637 4.95969 -2.74688
H 1.68754 -1.60802 -5.31534
H 2.88206 -0.88868 -3.97715
H 1.49561 -2.15918 -3.56238
H -0.37942 -0.08412 -1.53011
H 0.38342 1.58422 -1.76798
H 1.76663 -1.34792 -1.41691
H 2.78512 0.17194 -2.02931
H 3.12060 -0.27620 0.42387
H 2.36347 1.39163 0.18066
H 1.28591 1.15931 2.69439
H -0.47867 0.64170 2.14806
H 0.49493 1.89292 1.13802
H -1.26299 -1.69711 -3.94607
H -2.11308 -0.08626 -4.26963
H -1.10189 0.15384 -7.77802
H -1.96591 0.91242 -6.32688
H -3.28145 -0.71076 -8.41720
H -3.04628 -1.92285 -6.97664
H -5.81181 -1.50086 -6.23179
H -5.50620 -0.88104 -8.03905
H -6.98727 0.46782 -5.55359
H -7.33807 0.52148 -7.45085
H -8.04234 2.38572 -6.58279
H -6.85637 3.79699 -6.24532
H -6.03945 3.11487 -8.98302
H -7.84624 2.56193 -8.98362
H -7.39591 4.37001 -8.48483
H -1.50365 4.50874 -7.38211
H 1.18258 4.93778 -8.73453
H 2.89395 4.98319 -7.92211
H 1.99289 3.35348 -7.99374
C 0.85306 -3.51721 3.44941
O 0.18118 -4.14715 4.53013
C 0.40192 -3.51934 5.79402
C -0.84731 -2.76432 6.26363
N -1.09824 -1.57822 5.44255
C -2.43653 -1.00113 5.60320
C -3.65486 -1.89785 5.32117
O -3.83165 -2.23540 3.94836
C -2.99790 -3.28487 3.48222
H 0.83335 -4.19732 2.59365
H 0.34039 -2.59735 3.15372
H 1.89653 -3.29862 3.69585
H 1.28177 -2.86931 5.78397
H 0.60084 -4.32328 6.50778
H -0.71504 -2.45808 7.30547
H -1.68415 -3.46749 6.21846
H -0.97920 -1.82246 4.46406
H -2.48748 -0.14276 4.92396
H -2.51926 -0.60077 6.61979
H -4.54521 -1.32177 5.59602
H -3.68072 -2.79471 5.94904
H -2.82290 -4.04895 4.24317
H -2.05586 -2.87764 3.11598
H -3.49077 -3.75775 2.63092
C 4.12723 -0.14355 9.75239
O 5.13119 0.38705 8.90186
C 6.38115 -0.29896 8.98216
C 6.63350 -1.14304 7.72713
N 5.72915 -2.29244 7.66165
C 5.67276 -2.94609 6.35029
C 5.26679 -2.09917 5.13126
O 3.90058 -1.69451 5.12461
C 3.60917 -0.57871 5.95182
H 3.31277 0.58333 9.81030
H 3.71606 -1.07069 9.34265
H 4.50769 -0.32061 10.76296
H 6.46344 -0.90092 9.89164
H 7.15404 0.47241 9.03271
H 7.66738 -1.50000 7.73307
H 6.50568 -0.48269 6.86439
H 4.79008 -1.98790 7.89902
H 4.95234 -3.76644 6.44373
H 6.64708 -3.40661 6.15278
H 5.38609 -2.73512 4.24725
H 5.92749 -1.24156 4.96655
H 4.42406 0.14851 5.97540
H 3.35976 -0.91731 6.95721
H 2.72104 -0.08322 5.55535
*
```

energy relative to the best compared isomer or geometry (same formula, charge and spin): 0.0 kcal per mole
HOMO-LUMO gap: 8.8 eV
energy: -73523.4739 eV

Atom charges from the Mulliken analysis, given in e for atoms 1 to 99: number 1, C, carries 0.1282; number 2, C, carries -0.3360; number 3, Si, carries 0.1646; number 4, C, carries -0.2717; number 5, N, carries -0.7173; number 6, O, carries -0.5376; number 7, Si, carries 0.4946; number 8, C, carries -1.0620; number 9, C, carries -0.1012; number 10, C, carries -0.3925; number 11, C, carries -0.8584; number 12, O, carries -0.2023; number 13, C, carries -0.5496; number 14, C, carries -0.2115; number 15, O, carries -0.4627; number 16, C, carries 0.0731; number 17, C, carries -0.6579; number 18, O, carries -0.0931; number 19, C, carries -0.6112; number 20, C, carries -0.3675; number 21, O, carries -0.3004; number 22, C, carries -0.4319; number 23, C, carries -0.8495; number 24, B, carries 0.4868; number 25, O, carries -0.4220; number 26, O, carries -0.4443; number 27, C, carries -0.6186; number 28, H, carries 0.2969; number 29, H, carries 0.2472; number 30, H, carries 0.2605; number 31, H, carries 0.2782; number 32, H, carries 0.2827; number 33, H, carries 0.2980; number 34, H, carries 0.2739; number 35, H, carries 0.2720; number 36, H, carries 0.3049; number 37, H, carries 0.0099; number 38, H, carries 0.1904; number 39, H, carries 0.2033; number 40, H, carries 0.2680; number 41, H, carries 0.3873; number 42, H, carries 0.2028; number 43, H, carries 0.1488; number 44, H, carries 0.2953; number 45, H, carries 0.3527; number 46, H, carries 0.2071; number 47, H, carries 0.2454; number 48, H, carries -0.0645; number 49, H, carries 0.3886; number 50, H, carries 0.2725; number 51, H, carries 0.2600; number 52, H, carries 0.3172; number 53, H, carries 0.2357; number 54, H, carries 0.3074; number 55, H, carries 0.3427; number 56, H, carries 0.3065; number 57, H, carries 0.2315; number 58, H, carries 0.2458; number 59, H, carries 0.2970; number 60, H, carries 0.2562; number 61, H, carries 0.2424; number 62, H, carries 0.2298; number 63, H, carries 0.2424; number 64, C, carries -0.2706; number 65, O, carries -0.3847; number 66, C, carries -0.3007; number 67, C, carries -0.2815; number 68, N, carries -0.1171; number 69, C, carries -0.6673; number 70, C, carries -0.4926; number 71, O, carries -0.4303; number 72, C, carries -0.3096; number 73, H, carries 0.2782; number 74, H, carries 0.0297; number 75, H, carries 0.1690; number 76, H, carries -0.0890; number 77, H, carries 0.4069; number 78, H, carries 0.4188; number 79, H, carries 0.1636; number 80, H, carries -0.1231; number 81, H, carries 0.3152; number 82, H, carries 0.4017; number 83, H, carries 0.3619; number 84, H, carries 0.3465; number 85, H, carries 0.2679; number 86, H, carries -0.0211; number 87, H, carries 0.3155; number 88, C, carries -0.6780; number 89, O, carries -0.3225; number 90, C, carries -0.8173; number 91, C, carries -0.1624; number 92, N, carries -0.3112; number 93, C, carries -0.8286; number 94, C, carries -0.4747; number 95, O, carries -0.2038; number 96, C, carries -0.7294; number 97, H, carries 0.2329; number 98, H, carries 0.2693; number 99, H, carries 0.3298

# 2
Here is a cluster of 6 separate species, C28H66BN3O19PS5 in total from the Open Molecules 2025 dataset. Energies are from the ωB97M-V functional and the def2-TZVPD basis.

ORCA input file:
```
! RIJCOSX wB97M-V def2-TZVPD def2/J DEFGRID3
* xyz 1 1
C 5.35540 0.08417 4.04971
C 5.51387 1.68291 4.39892
O 6.52715 2.03414 5.20416
O 4.53825 2.62528 3.80459
C 3.94419 3.50279 4.83829
C 2.27870 3.44439 4.80222
C 1.59407 4.69963 4.00004
C 0.53942 4.04013 2.88616
C -0.96878 3.80876 3.51268
C -1.33668 2.24605 3.84544
C -1.13142 1.05089 2.74204
C -0.56064 1.16402 1.19769
N -1.64473 -0.15622 3.50173
N -1.68613 -1.42923 2.94522
C -2.13771 0.11963 4.92450
B -2.79397 -0.91132 6.02462
O -1.94799 -1.43039 7.15171
O -4.20801 -1.35252 5.86874
N -1.93370 1.60662 5.11343
P -2.28290 2.71457 6.46621
C -2.04280 1.90136 8.17743
C -4.05668 3.39979 6.26829
H 6.30663 -0.54235 4.37027
H 4.43799 -0.38526 4.61367
H 5.23753 -0.08366 2.87855
H 4.24226 3.14176 5.93513
H 4.32038 4.60569 4.66513
H 1.99371 2.38605 4.36930
H 1.93490 3.51043 5.93444
H 2.47040 5.30110 3.45780
H 1.05555 5.47645 4.71381
H 0.47699 4.73388 1.91680
H 1.05129 3.03724 2.50382
H -1.72527 4.19636 2.67569
H -1.15823 4.50588 4.44699
H 0.50863 0.68586 1.18163
H -0.52289 2.30980 0.87951
H -1.34723 0.57099 0.52401
H -0.81719 -1.97622 3.21379
H -1.69414 -1.30586 1.90014
H -1.04106 -0.96383 7.09807
H -4.31447 -1.63315 4.89695
H -2.93049 1.11616 8.32055
H -2.21767 2.72982 8.99119
H -1.05034 1.29590 8.31161
H -4.79147 2.50015 6.54239
H -4.20466 3.61335 5.10722
H -4.24949 4.35646 6.91925
O -4.71297 -0.67995 0.49925
S -4.63630 -2.06958 0.09985
O -3.77618 -2.51525 -0.97350
O -6.14530 -2.62558 -0.17269
C -6.96141 -1.94242 -1.11457
C -6.53088 -2.23609 -2.53985
C -4.28693 -3.05518 1.53452
H -6.96319 -0.86583 -0.91476
H -7.98598 -2.29941 -0.97044
H -5.53753 -1.82708 -2.74555
H -7.23006 -1.79369 -3.25541
H -6.47820 -3.31600 -2.71336
H -4.95578 -2.75758 2.34350
H -3.24815 -2.87407 1.81936
H -4.42313 -4.10867 1.28198
O 2.59543 5.20906 0.87043
S 3.86044 5.57608 0.26917
O 4.21113 6.95149 -0.00616
O 4.07479 4.69874 -1.08907
C 3.07616 4.75455 -2.09876
C 3.13130 6.06401 -2.86379
C 5.17320 4.84959 1.21819
H 2.08289 4.58792 -1.66905
H 3.27175 3.92878 -2.79000
H 2.86720 6.90909 -2.22159
H 2.43251 6.05155 -3.70530
H 4.14219 6.24883 -3.24201
H 4.94214 3.79914 1.40132
H 5.24016 5.39062 2.16466
H 6.10906 4.95361 0.66545
O -1.63254 -7.12015 0.43513
S -2.53315 -6.96840 -0.68841
O -3.79138 -6.26496 -0.57631
O -2.80963 -8.43502 -1.34648
C -3.31700 -9.46882 -0.51359
C -4.78861 -9.26290 -0.20541
C -1.63080 -6.27474 -2.05090
H -2.72690 -9.54892 0.40530
H -3.19479 -10.40984 -1.05903
H -4.94389 -8.36857 0.40482
H -5.19335 -10.11780 0.34407
H -5.36201 -9.12807 -1.12852
H -0.69445 -6.82105 -2.17395
H -1.42736 -5.22715 -1.81811
H -2.24379 -6.34130 -2.95200
O 2.37259 6.12116 -7.74324
S 1.52740 5.15231 -7.07731
O 1.83446 4.63959 -5.76074
O 1.27136 3.89397 -8.08305
C 2.39732 3.20546 -8.61032
C 3.04498 2.31608 -7.56507
C -0.13731 5.76881 -7.05673
H 3.11948 3.91236 -9.03196
H 2.03593 2.58263 -9.43460
H 3.48558 2.90926 -6.75863
H 3.84085 1.71128 -8.00938
H 2.30354 1.65132 -7.10959
H -0.39865 6.12418 -8.05461
H -0.17960 6.59271 -6.34090
H -0.80758 4.96764 -6.73888
O 2.88298 -6.86580 -5.73214
S 2.62077 -6.10312 -4.52962
O 1.28304 -5.71708 -4.13980
O 3.57060 -4.77711 -4.52668
C 3.50088 -3.88884 -5.63392
C 2.23347 -3.05492 -5.59900
C 3.38096 -6.92990 -3.15474
H 3.58751 -4.43926 -6.57653
H 4.36767 -3.22385 -5.56733
H 1.34553 -3.67821 -5.73830
H 2.24222 -2.30217 -6.39267
H 2.12741 -2.55256 -4.63180
H 4.40610 -7.19354 -3.41924
H 2.80227 -7.83246 -2.94616
H 3.35894 -6.26742 -2.28710
*
```

energy relative to the best compared isomer or geometry (same formula, charge and spin): 283.7 kcal per mole
HOMO-LUMO gap: 7.8 eV
energy: -137604.1715 eV

Atom charges from the Mulliken analysis, given in e for atoms 1 to 99: number 1, C, carries -0.8485; number 2, C, carries 0.6277; number 3, O, carries -0.5240; number 4, O, carries -0.2703; number 5, C, carries -0.4736; number 6, C, carries -0.2962; number 7, C, carries -0.4405; number 8, C, carries -0.3794; number 9, C, carries -0.6389; number 10, C, carries 0.2300; number 11, C, carries 0.3867; number 12, C, carries -1.1821; number 13, N, carries 0.6888; number 14, N, carries -0.8785; number 15, C, carries -0.2942; number 16, B, carries 0.5939; number 17, O, carries -0.5379; number 18, O, carries -0.5570; number 19, N, carries 0.1381; number 20, P, carries 0.0275; number 21, C, carries -0.8116; number 22, C, carries -0.8755; number 23, H, carries 0.3050; number 24, H, carries 0.2107; number 25, H, carries 0.2706; number 26, H, carries 0.3502; number 27, H, carries 0.2132; number 28, H, carries 0.1172; number 29, H, carries 0.2852; number 30, H, carries 0.1326; number 31, H, carries 0.3354; number 32, H, carries 0.3747; number 33, H, carries 0.0938; number 34, H, carries 0.3370; number 35, H, carries 0.2775; number 36, H, carries 0.2907; number 37, H, carries 0.2933; number 38, H, carries 0.4964; number 39, H, carries 0.2647; number 40, H, carries 0.2476; number 41, H, carries 0.3272; number 42, H, carries 0.3294; number 43, H, carries 0.2888; number 44, H, carries 0.3271; number 45, H, carries 0.2503; number 46, H, carries 0.2946; number 47, H, carries 0.2803; number 48, H, carries 0.3505; number 49, O, carries -0.6898; number 50, S, carries 1.2620; number 51, O, carries -0.5898; number 52, O, carries -0.2795; number 53, C, carries -0.3250; number 54, C, carries -0.9808; number 55, C, carries -0.7571; number 56, H, carries 0.3215; number 57, H, carries 0.2797; number 58, H, carries 0.2844; number 59, H, carries 0.3938; number 60, H, carries 0.2491; number 61, H, carries 0.2590; number 62, H, carries 0.2530; number 63, H, carries 0.2993; number 64, O, carries -0.4713; number 65, S, carries 1.0592; number 66, O, carries -0.6326; number 67, O, carries -0.2962; number 68, C, carries -0.2291; number 69, C, carries -0.8838; number 70, C, carries -0.9339; number 71, H, carries 0.2422; number 72, H, carries 0.2424; number 73, H, carries 0.3595; number 74, H, carries 0.2369; number 75, H, carries 0.2637; number 76, H, carries 0.2516; number 77, H, carries 0.3374; number 78, H, carries 0.4370; number 79, O, carries -0.6797; number 80, S, carries 1.2103; number 81, O, carries -0.5555; number 82, O, carries -0.2759; number 83, C, carries -0.3345; number 84, C, carries -0.9646; number 85, C, carries -0.9762; number 86, H, carries 0.3137; number 87, H, carries 0.2699; number 88, H, carries 0.2712; number 89, H, carries 0.3879; number 90, H, carries 0.2622; number 91, H, carries 0.3259; number 92, H, carries 0.3664; number 93, H, carries 0.3784; number 94, O, carries -0.6503; number 95, S, carries 1.2074; number 96, O, carries -0.5384; number 97, O, carries -0.2827; number 98, C, carries -0.3479; number 99, C, carries -0.9495

Largest force on an atom per entry: 7.7 8.7 eV Å⁻¹